55
Properties=species:S:1:pos:R:3 method="wB97M-V/def2-TZVPD" lumo_energy_ev=2.4 homo_ev=-4.13 total_charge=-1 total_energy_ev=-45161.6646
C -3.090 5.824 1.004
C -1.927 5.612 0.033
O -2.226 4.653 -0.939
Al -1.501 3.041 -0.752
C -1.875 2.271 1.091
S -0.826 2.539 2.545
C 0.778 3.055 1.889
C 1.776 1.909 1.647
H -4.028 5.721 0.457
H -3.052 6.816 1.462
H -3.075 5.082 1.803
H -1.032 5.343 0.619
H -1.698 6.570 -0.458
H 0.080 3.052 -1.148
H -2.285 2.060 -1.802
H -1.995 1.193 0.973
H -2.854 2.669 1.374
H 0.642 3.616 0.968
H 1.155 3.759 2.634
H 2.124 1.929 0.613
H 2.636 1.977 2.316
H 1.288 0.952 1.808
N 2.354 -1.367 1.868
C 2.824 -2.124 0.880
C 3.214 -3.446 1.049
C 3.112 -4.007 2.313
C 2.625 -3.226 3.349
C 2.259 -1.915 3.074
H 2.889 -1.648 -0.094
H 3.587 -4.016 0.209
H 3.406 -5.034 2.486
H 2.525 -3.621 4.351
H 1.865 -1.272 3.855
N -1.540 -1.334 -0.002
C -2.649 -2.011 -0.281
C -2.787 -3.376 -0.062
C -1.715 -4.071 0.478
C -0.555 -3.373 0.778
C -0.520 -2.009 0.519
H -3.461 -1.429 -0.704
H -3.714 -3.877 -0.308
H -1.783 -5.135 0.665
H 0.309 -3.868 1.204
H 0.367 -1.427 0.745
N 1.752 -0.414 -3.356
C 1.882 -0.748 -4.637
C 1.051 -1.649 -5.285
C 0.030 -2.242 -4.558
C -0.118 -1.906 -3.223
C 0.762 -0.982 -2.672
H 2.693 -0.266 -5.174
H 1.202 -1.877 -6.332
H -0.641 -2.952 -5.026
H -0.903 -2.337 -2.616
H 0.664 -0.683 -1.635